DFT (wB97M-V/def2-TZVPD) results for C41H42Br3N6O4PSYb as an isolated structure in a non-equilibrium geometry.

Structure (XYZ):
```
99
C41H42Br3N6O4PSYb, DFT wB97M-V/def2-TZVPD
Yb 0.5011 0.1083 0.5372
O -1.9615 0.7973 4.0649
C -1.3419 0.2995 3.1504
N -0.2400 0.8404 2.5341
C 0.1012 2.1352 2.7572
O -0.6023 3.0869 3.0307
C 1.6038 2.3175 2.6209
C 2.2305 3.3522 3.3074
C 3.6086 3.4644 3.2373
C 4.3122 2.5086 2.5179
C 3.6028 1.5137 1.8668
N 2.2747 1.4241 1.8838
C -1.6297 -1.1131 2.7099
C -2.4904 -1.8636 3.4386
C -2.8992 -3.1565 2.9727
C -2.2316 -3.7413 1.9738
C -0.9703 -3.1076 1.4593
N -0.9252 -1.6358 1.6218
H 1.6218 4.0400 3.8732
H 4.1221 4.2707 3.7379
H 5.3887 2.5341 2.4591
H 4.1163 0.7496 1.2952
H -2.9248 -1.4456 4.3311
H -3.7832 -3.6006 3.4001
H -2.5388 -4.6740 1.5283
H -0.1017 -3.5179 2.0103
Br 4.8218 -3.8697 4.7940
C 3.6549 -2.8742 3.6834
C 2.6587 -2.0833 4.2400
C 1.8514 -1.3634 3.3763
N 1.9453 -1.4271 2.0518
C 2.8786 -2.2252 1.5133
C 3.7796 -2.9408 2.3027
C 2.8391 -2.3579 0.0426
C 3.5032 -3.3978 -0.6065
C 3.3168 -3.5682 -1.9677
Br 4.1471 -4.9945 -2.8873
C 2.4791 -2.6959 -2.6505
C 1.8746 -1.6852 -1.9259
N 2.0471 -1.4962 -0.6197
H 2.5176 -2.0293 5.3079
H 1.0878 -0.7042 3.7693
H 4.5650 -3.5393 1.8735
H 4.1147 -4.0973 -0.0620
H 2.2927 -2.8177 -3.7039
H 1.1958 -0.9999 -2.4216
C -3.5820 3.4317 -1.0922
C -2.8876 2.1489 -0.6368
C -2.9366 2.0466 0.8872
P -1.1262 1.8272 -1.2194
C -0.2973 3.4772 -1.6158
C -0.2319 4.3046 -0.3302
C -0.7607 4.3362 -2.7897
C -1.3835 1.0347 -2.9137
C -1.6692 -0.4536 -2.6976
C -2.4861 1.6155 -3.7960
H -4.6166 3.3915 -0.7535
H -3.5913 3.5458 -2.1719
H -3.1305 4.3117 -0.6432
H -3.4487 1.2935 -1.0373
H -2.3354 2.8091 1.3818
H -2.5913 1.0622 1.2056
H -3.9612 2.1715 1.2325
H 0.7217 3.1560 -1.8698
H -1.1558 4.8542 -0.1751
H 0.5752 5.0346 -0.3846
H -0.0742 3.6729 0.5466
H -1.7980 4.6373 -2.7061
H -0.6042 3.8239 -3.7350
H -0.1557 5.2427 -2.8098
H -0.4167 1.1417 -3.4287
H -2.6711 -0.5829 -2.2937
H -0.9688 -0.9044 -1.9912
H -1.6236 -0.9984 -3.6396
H -3.4564 1.5133 -3.3201
H -2.5195 1.0580 -4.7307
H -2.3198 2.6578 -4.0386
Br -5.4002 -4.2475 -3.8517
C -3.9438 -3.9468 -2.6719
C -2.7137 -4.5317 -2.9441
C -1.6624 -4.3129 -2.0799
C -1.8325 -3.5268 -0.9372
C -3.0706 -2.9290 -0.6933
C -4.1224 -3.1345 -1.5616
C -0.6922 -3.3900 -0.0211
O 0.4564 -3.5481 -0.3943
O -1.0813 -0.9577 0.4045
H -2.5945 -5.1571 -3.8141
H -0.7014 -4.7713 -2.2600
H -3.1970 -2.2741 0.1525
H -5.0846 -2.6816 -1.3780
S 4.6058 2.1464 -2.3054
C 3.8974 3.2598 -1.2132
C 2.7566 2.7454 -0.6888
N 2.4240 1.4935 -1.1235
C 3.3088 1.0755 -1.9791
H 4.3465 4.2142 -1.0307
H 2.1250 3.2613 0.0095
H 3.2606 0.1324 -2.4861
```

Its net charge is +1. The value obtained for the LUMO energy (spin up / spin down) is -3.22 / -3.21 eV. As for the spin multiplicity: 2. The value obtained for the orbital gap (spin up / spin down) is 0.2556 / 0.2557 hartree. The energy is -11837.24094 Eh. Its energy relative to the best compared isomer or geometry (same formula, charge and spin) is 4.941 eV.



DFT (wB97M-V/def2-TZVPD) results for an isolated ion of composition C41H42F6N3O2 and charge +1 in a non-equilibrium geometry.

Structure (XYZ):
```
94
C41H42F6N3O2, DFT wB97M-V/def2-TZVPD
C 1.1620 -1.4596 -4.8358
O 1.1677 -1.8530 -3.4573
C 0.4114 -2.9430 -3.2383
O -0.2883 -3.4345 -4.1062
C 0.5138 -3.5165 -1.8488
C 1.2809 -4.8296 -1.9139
C 0.2139 -5.8234 -2.3578
C -1.1272 -5.2547 -1.8675
N -0.8486 -3.8734 -1.4716
C -1.8003 -3.0580 -1.0247
C -1.5259 -1.5534 -0.8645
C -2.7789 -0.7349 -0.5100
C -3.9533 -1.2197 -1.3522
C -4.3305 -2.5900 -0.8004
C -3.1919 -3.6114 -0.9800
H 1.6015 -0.4609 -4.8633
H 1.7684 -2.1734 -5.4037
H 0.1373 -1.4579 -5.2175
H 1.0284 -2.7994 -1.2106
H 2.1439 -4.7802 -2.5843
H 1.6420 -5.0821 -0.9127
H 0.1851 -5.8731 -3.4527
H 0.3761 -6.8317 -1.9696
H -1.8568 -5.2794 -2.6883
H -1.5389 -5.8391 -1.0333
H -1.2810 -1.2871 -1.9253
H -3.0049 -0.8330 0.5568
H -2.6165 0.3219 -0.7164
H -4.7964 -0.5184 -1.3062
H -3.6409 -1.2930 -2.4024
H -4.5211 -2.4743 0.2750
H -5.2636 -2.9511 -1.2519
H -3.4171 -4.1530 -1.9099
H -3.2540 -4.3476 -0.1591
F -2.0970 6.0509 -2.9549
C -1.2561 5.0136 -3.2259
F -1.9880 3.8470 -3.1695
F -0.8217 5.1379 -4.5319
C -0.0592 4.9591 -2.3232
N 0.7344 3.7756 -2.6670
C 1.7842 3.9305 -3.5873
C 2.6981 4.9854 -3.4341
C 3.7551 5.0988 -4.3298
C 3.8699 4.2184 -5.4064
C 2.9281 3.1976 -5.5903
C 1.8788 3.0528 -4.6874
C 0.5529 2.6004 -1.9697
C 1.4596 1.5267 -2.1043
C 1.2210 0.3185 -1.4644
C 0.1017 0.1975 -0.6558
C -0.3499 -1.1527 -0.1099
C -0.3507 -0.9921 1.4000
C -1.1993 -1.6516 2.3010
C -1.0866 -1.3906 3.6695
C -0.1171 -0.4841 4.1701
N 0.0792 -0.2357 5.5122
C -0.5766 -1.0390 6.5466
C -1.7140 -0.2284 7.0990
F -2.4338 -0.8399 8.0761
F -1.2345 0.9523 7.6216
F -2.5841 0.1276 6.0953
C 1.0220 0.7077 5.9597
C 0.9635 2.0468 5.5159
C 1.7545 3.0148 6.1361
C 2.5591 2.6635 7.2252
C 2.6880 1.3216 7.6068
C 1.9619 0.3372 6.9374
C 0.7148 0.1613 3.2343
C 0.6719 -0.1883 1.9103
C -0.6535 1.3283 -0.3139
C -0.5358 2.4752 -1.0752
H 0.5485 5.8391 -2.5389
H -0.3815 4.9210 -1.2797
H 2.5754 5.6761 -2.5958
H 4.4853 5.8924 -4.1752
H 4.6937 4.3241 -6.1117
H 3.0001 2.5139 -6.4320
H 1.1158 2.2760 -4.8121
H 2.3387 1.6125 -2.7388
H 1.9453 -0.4941 -1.5376
H 0.4631 -1.8619 -0.3008
H -1.9308 -2.3812 1.9350
H -1.7758 -1.8818 4.3575
H -0.9649 -1.9732 6.1387
H 0.1349 -1.2112 7.3606
H 0.3074 2.3148 4.6830
H 1.7339 4.0438 5.7675
H 3.1080 3.4293 7.7758
H 3.3495 1.0187 8.4209
H 2.0963 -0.7268 7.1531
H 1.4244 0.9292 3.5267
H 1.4451 0.2265 1.2607
H -1.3526 1.2917 0.5258
H -1.2974 3.2444 -0.9943
```

Its net charge is +1. The value obtained for the LUMO energy is -3.45 eV. The value obtained for the orbital gap is 0.2261 hartree. The energy is -2501.27602 Eh. Its energy relative to the best compared isomer or geometry (same formula, charge and spin) is 0.000 eV.



DFT (wB97M-V/def2-TZVPD) results for C41H42MgP2Se as an isolated structure in a non-equilibrium geometry.

Structure (XYZ):
```
87
C41H42MgP2Se, DFT wB97M-V/def2-TZVPD
Mg -0.7026 1.5445 -1.0338
C 0.5684 -4.9769 3.5117
C 0.8035 -3.8986 2.7734
C 1.5528 -3.9178 1.4567
C 0.6331 -3.9055 0.2346
C -0.5170 -4.8949 0.2695
C -0.4885 -6.1078 0.8118
C 0.6370 -6.7367 1.5827
C 0.7722 -6.4045 3.1026
C -2.0326 0.6968 0.3549
H 0.2102 -4.8535 4.5320
H 0.4080 -2.9422 3.1625
H 2.2158 -4.7877 1.3661
H 2.2144 -3.0297 1.4408
H 0.2278 -2.8898 0.1876
H 1.2170 -4.0817 -0.6865
H -1.4300 -4.5564 -0.2264
H -1.3551 -6.7722 0.6698
H 1.6043 -6.5490 1.0939
H 0.4324 -7.8236 1.5392
H 0.0277 -7.0165 3.6335
H 1.7556 -6.7857 3.4490
H -1.6498 1.1982 1.2838
H -2.1858 -0.3789 0.5302
H -3.0316 1.1004 0.1423
P 1.0016 3.3173 -0.2581
P -0.7481 2.8010 -3.0441
C 1.7141 2.5491 -1.7502
C 1.0047 2.4362 -2.9148
C 2.1340 4.7826 -0.0872
C 3.4450 4.7646 -0.5958
C 4.2373 5.9196 -0.5980
C 3.7470 7.1101 -0.0471
C 2.4689 7.1231 0.5323
C 1.6690 5.9743 0.5015
C 1.6544 2.1501 1.0033
C 1.1464 0.8275 0.9597
C 1.4624 -0.0769 1.9733
C 2.4926 0.2052 2.8643
C 3.1032 1.4676 2.8278
C 2.6628 2.4502 1.9289
C -0.8436 3.8686 -4.4533
C -0.1007 5.0614 -4.3926
C -0.0032 5.8505 -5.5303
C -0.6197 5.4472 -6.7248
C -1.3400 4.2486 -6.7699
C -1.4602 3.4471 -5.6388
C -1.4026 1.1018 -3.5000
C -2.8011 0.8568 -3.4458
C -3.2976 -0.3645 -3.9112
C -2.4311 -1.3139 -4.4669
C -1.0631 -1.0377 -4.6020
C -0.5518 0.1803 -4.1477
H 2.7613 2.2431 -1.6453
H 1.4851 2.2266 -3.8679
H 3.8875 3.8601 -1.0095
H 5.2436 5.8981 -1.0302
H 4.3597 8.0220 -0.0527
H 2.1009 8.0398 1.0032
H 0.6747 5.9987 0.9397
H 0.5329 0.4284 0.1217
H 0.9195 -1.0229 2.0169
H 2.7929 -0.5501 3.5814
H 3.9136 1.6865 3.5286
H 3.0572 3.4622 1.9838
H 0.4051 5.3520 -3.4736
H 0.5588 6.7815 -5.5016
H -0.5559 6.0829 -7.6148
H -1.8106 3.9299 -7.6999
H -2.0125 2.5110 -5.6850
H -3.4549 1.5968 -2.9853
H -4.3706 -0.5716 -3.8074
H -2.8273 -2.2773 -4.7897
H -0.3897 -1.7814 -5.0431
H 0.5182 0.3884 -4.2284
Se -1.7512 -1.2608 3.9823
C -2.7491 -2.6001 4.6850
C -2.8896 -3.8405 4.0006
C -3.1341 -4.9983 4.7250
C -3.3361 -4.9517 6.1151
C -3.4430 -3.6847 6.7397
C -3.2452 -2.5189 6.0211
H -2.6829 -3.8563 2.9402
H -3.1843 -5.9565 4.1822
H -3.4924 -5.8592 6.6909
H -3.7084 -3.6203 7.8035
H -3.3403 -1.5356 6.4794
```

Its net charge is 0. The value obtained for the LUMO energy is -1.46 eV. The value obtained for the orbital gap is 0.1065 hartree. The energy is -4871.52607 Eh. Its energy relative to the best compared isomer or geometry (same formula, charge and spin) is 0.827 eV.



DFT (wB97M-V/def2-TZVPD) results for C41H43BBrCl2CoNO5S as an isolated structure.

Structure (XYZ):
```
96
C41H43BBrCl2CoNO5S, DFT wB97M-V/def2-TZVPD
Co 0.3903 -0.8079 -0.1376
Cl 0.5949 -1.0924 2.3946
C 2.2372 -0.9941 2.9452
C 2.4311 -0.7818 4.2954
C 3.7178 -0.7284 4.8089
C 4.7879 -0.8989 3.9406
C 4.5689 -1.1087 2.5892
Cl 5.9819 -1.3049 1.5816
C 3.2780 -1.1646 1.9994
S 2.9965 -1.4168 0.3262
H 1.5680 -0.6599 4.9425
H 3.8847 -0.5595 5.8664
H 5.8060 -0.8614 4.3090
O -0.4234 -0.4876 -3.1950
B 0.4232 -1.1195 -2.2154
O 1.3308 -1.9351 -2.9876
C 1.0399 -1.7737 -4.3045
C 1.6390 -2.3425 -5.4057
C 1.1298 -2.0011 -6.6655
C 0.0622 -1.1209 -6.7926
C -0.5389 -0.5485 -5.6639
C -0.0278 -0.8911 -4.4321
H 2.4753 -3.0235 -5.2941
H 1.5807 -2.4264 -7.5550
H -0.3098 -0.8715 -7.7802
H -1.3727 0.1410 -5.7456
Br -3.6810 -0.9960 -2.1503
C -4.5738 -1.7615 -0.6608
C -5.9520 -1.9016 -0.8170
C -6.7199 -2.4731 0.1809
C -6.1042 -2.9172 1.3406
C -4.7335 -2.7716 1.4838
C -3.9299 -2.1862 0.5037
C -2.4252 -2.0665 0.8644
O -2.0763 -2.6671 1.8943
O -1.7087 -1.4144 0.0686
H -6.4126 -1.5571 -1.7334
H -7.7919 -2.5719 0.0475
H -6.6922 -3.3708 2.1300
H -4.2214 -3.1026 2.3770
C 4.3912 1.0342 -2.9422
C 3.6031 1.8616 -1.9530
C 4.0388 3.1369 -1.5722
C 3.2970 3.8353 -0.6295
C 3.7407 5.2075 -0.1714
C 2.1457 3.2796 -0.0751
C 1.6549 1.9870 -0.4320
C 2.4595 1.3293 -1.4050
N 0.5573 1.3423 0.0765
C -0.4166 2.1422 0.8396
C -0.9784 3.3358 0.0218
C -2.0094 4.1431 0.8221
C -1.3774 4.6254 2.1352
C -0.9419 3.4217 2.9813
C -2.1572 2.5309 3.2646
C -2.7316 2.0417 1.9306
C -3.2155 3.2516 1.1289
C -1.6543 1.2818 1.1436
C 0.1139 2.6050 2.2203
H 5.2761 1.5744 -3.2886
H 3.7824 0.7756 -3.8139
H 4.7142 0.0952 -2.4809
H 4.9468 3.5641 -1.9917
H 4.6437 5.5235 -0.7003
H 3.9578 5.2151 0.9009
H 2.9628 5.9558 -0.3517
H 1.6457 3.8810 0.6705
H 2.1695 0.3358 -1.7087
H -1.4478 2.9072 -0.8711
H -0.1888 3.9947 -0.3283
H -2.3306 5.0092 0.2336
H -2.0965 5.2366 2.6973
H -0.5083 5.2589 1.9165
H -0.5159 3.7770 3.9255
H -2.9224 3.0894 3.8217
H -1.8543 1.6763 3.8804
H -3.5711 1.3633 2.1167
H -3.9730 3.8056 1.7008
H -3.6794 2.9209 0.1924
H -2.0678 0.9175 0.2019
H -1.3605 0.4070 1.7245
H 0.3596 1.7027 2.7891
H 1.0406 3.1733 2.1369
C -0.9909 -5.2985 -0.2144
C 0.1796 -5.6265 0.7201
C 0.6592 -4.2290 1.0922
O 0.4471 -3.4403 -0.0831
C -0.4369 -4.1057 -0.9857
H -1.8564 -4.9909 0.3767
H -1.2778 -6.1203 -0.8740
H 0.9573 -6.1741 0.1791
H -0.1134 -6.2046 1.5996
H 1.7177 -4.1712 1.3459
H 0.0596 -3.8252 1.9062
H 0.1303 -4.4277 -1.8649
H -1.2067 -3.4021 -1.3086
```

Its net charge is -2. The value obtained for the LUMO energy (spin up / spin down) is 4.15 / 4.15 eV. As for the spin multiplicity: 4. The value obtained for the orbital gap (spin up / spin down) is 0.1937 / 0.1954 hartree. The energy is -7319.50865 Eh. Its energy relative to the best compared isomer or geometry (same formula, charge and spin) is 0.540 eV.



Question: Among the records above, which one has the lowest net charge?
Answer: C41H43BBrCl2CoNO5S



Question: The lowest energy belongs to which entry?
Answer: C41H42Br3N6O4PSYb



Question: What is the formula in the fourth record?
Answer: C41H43BBrCl2CoNO5S



Question: What is the energy relative to the best compared isomer or geometry (same formula, charge and spin) in the fourth record?
Answer: 0.540 eV